1.
DFT (the ωB97M-V functional and the def2-TZVPD basis) results for a 2-piece molecular cluster, C4H12N3 overall in a non-equilibrium geometry.

Geometry as XYZ:
```
19
Properties=species:S:1:pos:R:3:forces:R:3
C -1.377 0.922 0.222 -0.5 0.4 1.3
C -1.418 -0.555 -0.221 0.5 1.0 -1.0
C -2.279 -1.491 0.595 0.3 0.2 -0.3
N 3.559 -0.522 0.101 0.1 0.6 0.5
C 2.579 0.247 -0.467 1.2 -0.2 -0.4
N 1.685 0.740 0.263 -1.0 -0.2 0.1
N -0.447 1.797 -0.412 -0.7 -0.5 -0.4
H -2.351 1.377 0.087 -0.6 0.2 -0.7
H -1.273 1.057 1.300 0.5 -0.5 0.1
H -1.615 -0.522 -1.299 -0.6 -0.3 0.1
H -0.377 -0.831 -0.225 0.6 -0.5 0.5
H -1.964 -1.462 1.639 -0.1 -0.1 0.0
H -3.339 -1.254 0.515 0.0 -0.1 0.0
H 3.574 -0.521 1.118 -0.2 -0.2 -0.1
H 4.491 -0.350 -0.262 -0.1 -0.2 -0.2
H 2.751 0.444 -1.530 -0.6 -0.1 0.0
H -2.091 -2.489 0.198 -0.3 -0.1 0.2
H 0.551 1.470 -0.221 1.0 0.7 0.4
H -0.661 1.943 -1.399 0.3 -0.2 -0.1
```
Forces are in eV/Å.

**Max |F|**: 1.51 eV/Å
**Energy above the lowest of the compared OMol25 structures with the same formula, charge and spin**: 142.1 kcal per mole
**E**: -323.45177 Eh
**LUMO level**: -8.2 eV
**Total charge**: +1
**HOMO-LUMO gap**: 6.073 eV


2.
DFT (the ωB97M-V functional and the def2-TZVPD basis) results for C4H12N3 as an isolated structure in a non-equilibrium geometry.

Geometry as XYZ:
```
19
Properties=species:S:1:pos:R:3:forces:R:3
N 1.779 1.541 1.618 -0.4 -0.5 1.0
C 1.458 0.288 2.027 -0.1 0.0 0.1
N 0.421 -0.379 1.642 1.0 0.8 0.4
H 2.444 1.963 2.251 0.1 0.2 -0.3
H 0.977 2.135 1.468 0.1 0.2 -0.4
H 2.138 -0.154 2.750 0.2 -0.1 -0.2
H 0.436 -1.291 2.081 -0.6 -0.1 -0.3
C -1.252 -1.806 -1.397 0.0 0.2 0.3
C -0.914 -0.355 -1.494 0.5 -0.1 -0.5
C -0.321 0.269 -2.506 0.1 -0.1 0.9
N -1.131 0.387 -0.252 -0.5 0.3 -0.2
H -1.021 -2.330 -2.319 -0.1 0.0 0.0
H -0.630 -2.222 -0.598 -0.1 -0.2 -0.1
H -2.300 -1.968 -1.127 0.1 0.0 -0.1
H 0.044 1.270 -2.305 -0.1 0.2 -0.5
H -0.060 -0.212 -3.435 -0.1 0.0 0.0
H -0.345 0.115 0.739 0.1 -0.9 -0.2
H -2.052 0.153 0.119 -0.1 0.1 0.0
H -1.153 1.379 -0.478 0.0 0.0 0.1
```
Forces are in eV/Å.

**Max |F|**: 1.30 eV/Å
**Energy above the lowest of the compared OMol25 structures with the same formula, charge and spin**: 31.3 kcal per mole
**E**: -323.62846 Eh
**LUMO level**: -2.9 eV
**Total charge**: +1
**HOMO-LUMO gap**: 10.376 eV